No. 1
The following is a quantum chemistry calculation of a structure of composition C14H24BiClN5O6 in a non-equilibrium geometry, from the OMol25 dataset.

The geometry in XYZ format:
```
51
C14H24BiClN5O6 | the OMol25 dataset | ωB97M-V/def2-TZVPD
O 0.23 -1.16 -3.28
H -0.58 -1.34 -3.79
Bi -0.45 0.11 -1.35
N 1.57 -1.79 -0.63
N -0.90 -1.97 -0.11
N 0.19 2.45 -0.83
N -1.66 1.19 0.50
O 2.63 -1.43 -1.16
O 1.35 3.01 -1.34
O -2.40 0.45 1.40
O -2.07 -2.02 0.46
C -0.32 -3.13 -0.54
C 1.00 -3.00 -1.02
C -0.44 3.16 0.10
C -1.49 2.47 0.83
C 1.65 -3.84 -2.04
H 1.50 -3.36 -3.02
H 1.22 -4.84 -2.07
H 2.73 -3.93 -1.86
C -1.14 -4.36 -0.64
H -2.08 -4.17 -1.16
H -1.37 -4.74 0.37
H -0.58 -5.14 -1.17
C -0.04 4.55 0.47
C -2.27 3.16 1.88
H 0.61 4.97 -0.29
H 0.50 4.56 1.44
H -0.93 5.19 0.59
H -2.82 2.43 2.47
H -2.99 3.86 1.43
H -1.61 3.74 2.52
H 1.58 2.36 -2.06
H -2.29 -0.51 1.07
C -2.44 0.32 -2.42
H -2.38 -0.02 -3.46
H -2.75 1.37 -2.39
H -3.19 -0.30 -1.90
O 1.17 1.10 -3.28
H 0.81 0.10 -3.53
H 0.98 1.72 -4.00
Cl 3.43 2.22 3.75
C 2.45 0.90 3.29
C 2.34 -0.24 4.09
C 1.51 -1.28 3.67
C 0.83 -1.13 2.46
N 0.94 -0.05 1.70
C 1.72 0.95 2.08
H 2.90 -0.28 5.02
H 1.36 -2.20 4.24
H 0.16 -1.91 2.09
H 1.80 1.82 1.43
```

Orbital gap (alpha / beta), eV: 5.893 / 6.188
Lowest unoccupied orbital energy (alpha / beta), eV: -5.91 / -5.60
Highest occupied orbital energy (alpha / beta), eV: -11.80 / -11.79
Net charge: +1

No. 2
The following is a quantum chemistry calculation of a structure of composition C14H24CaCl5N4O3P2, from the OMol25 dataset.

The geometry in XYZ format:
```
53
C14H24CaCl5N4O3P2 | the OMol25 dataset | ωB97M-V/def2-TZVPD
Ca -0.74 2.32 -2.04
C 0.17 -1.92 -2.29
N -0.96 -2.09 -1.35
C -2.15 -2.59 -2.09
P -1.56 -0.10 -0.64
O -1.72 0.28 -2.12
O -0.09 0.72 -0.48
P 0.71 0.79 1.07
O -1.13 3.08 -0.08
N 2.19 0.20 0.59
C 3.05 0.83 -0.39
C 2.83 -0.86 1.35
N 1.00 -3.41 1.99
C -0.60 -3.09 -0.37
C 1.19 -4.77 1.50
N -2.98 0.47 -0.03
C -3.92 1.34 -0.72
C -3.18 0.39 1.43
H -0.10 -1.19 -3.05
H 0.40 -2.88 -2.77
H 1.04 -1.58 -1.73
H -2.40 -1.89 -2.88
H -2.99 -2.67 -1.40
H -1.94 -3.57 -2.51
H 2.51 1.59 -0.95
H 3.41 0.08 -1.10
H 3.92 1.30 0.08
H 2.13 -1.30 2.06
H 3.70 -0.48 1.89
H 3.16 -1.66 0.68
H -1.37 -0.78 0.57
H -1.31 -3.03 2.03
H -0.82 -4.13 -0.57
H 2.11 -5.08 2.00
H 1.36 -4.84 0.43
H 0.39 -5.48 1.78
H -3.82 1.21 -1.80
H -3.76 2.39 -0.44
H -4.94 1.06 -0.45
H -2.36 0.84 1.98
H -3.30 -0.65 1.75
H -4.09 0.92 1.68
Cl -0.29 -2.73 1.18
C 0.95 2.62 1.00
C 0.08 3.43 0.24
C 0.64 4.61 -0.30
Cl -0.22 5.32 -1.65
C 1.83 5.15 0.16
Cl 2.41 6.63 -0.48
C 2.53 4.48 1.16
Cl 3.93 5.18 1.85
C 2.10 3.21 1.53
Cl 3.02 2.33 2.70
```

Orbital gap, eV: 7.333
Lowest unoccupied orbital energy, eV: -3.61
Highest occupied orbital energy, eV: -10.94
Net charge: +1

No. 3
The following is a quantum chemistry calculation of a cluster of 9 separate species, C14H24Cl16N2O5PS in total in a non-equilibrium geometry, from the OMol25 dataset.

The geometry in XYZ format:
```
63
C14H24Cl16N2O5PS | the OMol25 dataset | ωB97M-V/def2-TZVPD
N -3.98 -3.40 -1.31
C -2.65 -2.96 -1.34
C -2.09 -2.43 -2.49
N -0.81 -2.00 -2.53
S -0.29 -1.37 -4.09
C -0.01 -2.05 -1.44
P 1.71 -1.37 -1.49
O 1.81 -0.17 -2.31
O 2.07 -1.05 0.01
O 2.67 -2.53 -2.00
C -0.51 -2.59 -0.28
C -1.82 -3.06 -0.22
C -2.40 -3.64 1.05
O -2.73 -2.94 1.96
O -2.56 -4.97 1.03
H -4.42 -3.06 -0.45
H -4.49 -2.97 -2.06
H -2.67 -2.35 -3.40
H 0.36 -2.48 -4.48
H 1.93 -1.76 0.66
H 2.32 -3.43 -1.98
H 0.09 -2.65 0.62
H -2.07 -5.35 0.27
C 1.47 2.70 -0.12
Cl 1.01 4.36 -0.49
Cl 0.08 1.60 -0.17
H 2.19 2.36 -0.86
H 1.90 2.68 0.88
C -5.58 -6.29 0.15
Cl -6.22 -7.89 -0.21
Cl -6.85 -5.16 0.66
H -4.86 -6.37 0.96
H -5.11 -5.89 -0.74
C 2.62 4.88 3.17
Cl 0.95 4.54 3.63
Cl 3.43 3.43 2.52
H 2.62 5.64 2.39
H 3.18 5.22 4.04
C 2.76 -1.56 3.77
Cl 1.90 -2.69 2.69
Cl 3.08 -2.29 5.33
H 3.70 -1.29 3.30
H 2.13 -0.69 3.91
C 6.21 5.91 4.26
Cl 6.95 7.23 3.36
Cl 4.83 6.45 5.23
H 5.87 5.16 3.55
H 6.95 5.49 4.93
C -0.43 -8.08 -0.15
Cl 1.18 -7.39 -0.37
Cl -1.67 -7.12 -0.99
H -0.45 -9.08 -0.57
H -0.66 -8.09 0.90
C -2.58 6.18 -0.78
Cl -1.87 7.50 -1.72
Cl -3.88 6.72 0.28
H -2.98 5.45 -1.47
H -1.79 5.73 -0.17
C 0.05 8.12 -4.89
Cl 1.73 8.65 -5.05
Cl -1.07 9.20 -5.71
H -0.05 7.13 -5.32
H -0.21 8.10 -3.83
```

Orbital gap, eV: 6.951
Lowest unoccupied orbital energy, eV: -5.04
Highest occupied orbital energy, eV: -11.99
Net charge: +1

No. 4
The following is a quantum chemistry calculation of a structure of composition C14H24CoNO2P in a non-equilibrium geometry, from the OMol25 dataset.

The geometry in XYZ format:
```
43
C14H24CoNO2P | the OMol25 dataset | ωB97M-V/def2-TZVPD
C 2.18 -2.98 1.19
C 2.49 -2.24 0.06
C 1.87 -1.00 -0.23
C 0.92 -0.50 0.68
C 0.61 -1.26 1.81
C 1.24 -2.48 2.10
C 2.36 -0.27 -1.45
C 1.36 0.06 -2.59
N -0.05 0.14 -2.25
Co 0.05 1.37 0.67
C -0.47 -0.72 2.72
P -1.55 0.26 1.56
H 3.21 -2.64 -0.65
H 0.97 -3.03 3.00
H 2.65 -3.95 1.38
H -0.10 0.00 3.47
H -1.07 -1.50 3.20
H 2.85 0.67 -1.16
H 3.13 -0.90 -1.91
H 1.64 1.06 -2.96
C -2.65 1.27 2.56
C -2.59 -1.07 0.88
H 1.48 -0.68 -3.40
C -0.80 -1.08 -2.18
C -0.77 1.25 -2.83
H -0.82 2.56 1.32
H -0.93 -1.57 -3.16
H -0.32 -1.79 -1.50
H -1.79 -0.89 -1.76
H -1.05 1.07 -3.89
H -1.69 1.44 -2.26
H -0.15 2.15 -2.77
H -3.17 -1.52 1.70
H -3.26 -0.62 0.14
H -1.99 -1.85 0.40
H -3.17 0.63 3.29
H -2.07 2.04 3.07
H -3.35 1.74 1.86
H -1.26 2.49 0.65
O 0.91 4.28 0.67
C 1.51 3.60 -0.18
O 1.32 2.36 -0.47
H 2.32 4.08 -0.77
```

Orbital gap (alpha / beta), eV: 7.098 / 7.944
Expectation value of S²: 3.768
Lowest unoccupied orbital energy (alpha / beta), eV: 0.19 / -0.05
Highest occupied orbital energy (alpha / beta), eV: -6.91 / -8.00
Spin multiplicity: 4

no.,E (eV)
1,-52990.2996
2,-126628.2658
3,-248603.3634
4,-67405.0163